# C16H37N6O6Tl

A structure of composition C16H37N6O6Tl (the ωB97M-V functional and the def2-TZVPD basis, OMol25).

```
! wB97M-V def2-TZVPD RIJCOSX def2/J DEFGRID3
* xyz 2 1
Tl -0.387 -0.313 0.676
C 3.875 -3.558 0.507
N 4.070 -2.105 0.517
C 5.397 -1.623 0.911
C 3.019 -1.299 0.325
O 1.872 -1.719 0.113
C 3.279 0.202 0.426
O 2.170 0.965 -0.001
C 2.290 1.558 -1.277
C 1.129 1.200 -2.196
O 0.064 0.746 -1.747
N 1.334 1.447 -3.494
C 0.291 1.147 -4.473
C 2.546 2.110 -3.996
H 4.715 -4.026 0.000
H 2.963 -3.798 -0.023
H 3.814 -3.949 1.523
H 6.120 -2.411 0.727
H 5.438 -1.368 1.973
H 5.706 -0.756 0.333
H 4.174 0.477 -0.129
H 3.461 0.438 1.476
H 3.236 1.287 -1.744
H 2.278 2.643 -1.152
H -0.416 0.447 -4.046
H 0.745 0.700 -5.354
H -0.232 2.059 -4.772
H 2.831 2.956 -3.373
H 2.341 2.488 -4.992
H 3.387 1.419 -4.068
C -4.905 3.198 -0.117
C -3.712 2.301 -0.288
N -2.833 2.008 0.580
O -3.064 2.609 1.750
C -3.500 1.640 -1.621
C -3.977 2.266 -2.901
N -2.959 0.503 -1.602
O -2.458 -0.450 -1.247
H -5.146 3.246 0.941
H -5.774 2.835 -0.665
H -4.677 4.213 -0.455
H -2.309 2.344 2.307
H -3.738 3.327 -2.891
H -5.059 2.155 -2.980
H -3.518 1.795 -3.767
N -0.406 -3.227 1.185
C -0.638 -3.743 2.538
C -2.125 -3.846 2.889
C -2.893 -2.523 2.961
N -2.978 -1.862 1.648
H -0.881 -3.763 0.471
H 0.570 -3.127 0.939
H -0.147 -3.075 3.250
H -0.195 -4.734 2.674
H -2.203 -4.326 3.864
H -2.621 -4.507 2.166
H -2.379 -1.848 3.652
H -3.881 -2.721 3.382
H -3.521 -1.008 1.692
H -3.385 -2.465 0.944
C 0.753 2.853 2.451
O -0.016 1.689 2.848
H 1.809 2.609 2.349
H 0.631 3.665 3.165
H 0.376 3.169 1.479
H 0.248 1.435 3.739
*
```

The lowest unoccupied orbital energy is -8.66 eV. The HOMO-LUMO gap comes out at 4.6524 eV. The energy above the lowest of the compared OMol25 structures with the same formula, charge and spin is 255.7 kJ/mol.

***

# C16H38BaNO7

A structure of composition C16H38BaNO7 (the ωB97M-V functional and the def2-TZVPD basis, OMol25).

```
! wB97M-V def2-TZVPD RIJCOSX def2/J DEFGRID3
* xyz 1 1
Ba -3.853 0.177 -2.000
O 0.000 -0.384 0.481
C -1.113 -0.298 -0.253
O -2.095 -1.039 -0.016
O -1.157 0.563 -1.198
H 0.660 0.211 0.027
C -4.457 -3.751 -0.053
C -3.877 -3.505 -1.438
O -4.583 -2.420 -2.100
H -3.916 -4.542 0.464
H -5.479 -4.134 -0.120
H -4.409 -2.853 0.559
H -4.010 -4.412 -2.030
H -2.818 -3.264 -1.411
H -5.457 -2.745 -2.343
C 0.149 -3.002 2.862
C -0.771 -3.683 1.854
O -2.102 -3.179 1.983
H -0.128 -3.234 3.890
H 0.033 -1.925 2.725
H 1.198 -3.243 2.685
H -0.786 -4.768 1.967
H -0.353 -3.523 0.852
H -2.075 -2.350 1.482
C -2.451 3.453 0.654
C -3.790 2.738 0.696
O -4.339 2.615 -0.647
H -1.755 2.984 -0.045
H -1.944 3.423 1.620
H -2.562 4.498 0.364
H -4.470 3.361 1.280
H -3.739 1.752 1.158
H -4.861 3.416 -0.759
C 1.346 2.491 1.487
C 2.435 1.855 0.606
C 3.046 0.685 1.403
C 3.926 -0.219 0.535
C 3.224 -0.630 -0.738
C 2.656 0.522 -1.594
N 1.861 1.322 -0.642
O 1.022 2.269 -1.277
C 3.757 1.261 -2.358
C 1.700 -0.143 -2.591
C 3.511 2.894 0.324
H 1.548 2.387 2.550
H 0.408 1.984 1.249
H 1.221 3.548 1.248
H 3.697 1.123 2.162
H 2.270 0.093 1.898
H 4.320 -1.056 1.111
H 4.812 0.371 0.273
H 2.528 -1.456 -0.574
H 4.016 -1.065 -1.365
H 3.397 2.244 -2.667
H 4.666 1.370 -1.772
H 4.011 0.745 -3.285
H 2.274 -0.766 -3.283
H 0.979 -0.788 -2.091
H 1.228 0.580 -3.259
H 4.458 2.522 -0.051
H 3.712 3.525 1.194
H 3.087 3.611 -0.388
H 0.190 1.781 -1.293
*
```

The lowest unoccupied orbital energy is -4.04 eV. The HOMO-LUMO gap comes out at 6.6536 eV. The energy above the lowest of the compared OMol25 structures with the same formula, charge and spin is 0.0 kJ/mol.

***

# C16H38BrO10P2S

A cluster of 3 separate species, C16H38BrO10P2S in total (the ωB97M-V functional and the def2-TZVPD basis, OMol25).

```
! wB97M-V def2-TZVPD RIJCOSX def2/J DEFGRID3
* xyz 1 1
C -3.153 7.478 -3.011
C -3.333 5.848 -3.118
O -2.419 5.157 -3.852
O -4.490 5.218 -2.455
C -5.335 4.493 -3.423
S -6.547 5.590 -4.355
C -7.467 6.522 -2.968
Br -5.523 7.112 -5.631
H -4.240 7.941 -2.861
H -2.387 7.820 -2.194
H -2.794 7.873 -4.079
H -4.672 3.802 -4.136
H -6.005 3.721 -2.805
H -8.586 6.618 -3.371
H -6.979 7.573 -2.757
H -7.424 5.829 -2.020
O 0.723 2.824 0.545
P 1.210 2.016 -0.683
O -0.244 1.261 -0.946
C -1.398 2.034 -1.223
C -1.522 2.327 -2.703
O 1.919 0.799 0.208
C 2.387 1.066 1.524
C 1.314 0.746 2.554
O 1.754 1.114 -2.055
C 1.783 1.695 -3.343
C 2.205 3.152 -3.368
H -1.408 2.961 -0.645
H -2.264 1.442 -0.905
H -0.741 3.024 -3.023
H -2.487 2.785 -2.933
H -1.421 1.413 -3.294
H 2.734 2.101 1.608
H 3.260 0.431 1.704
H 0.338 1.158 2.285
H 1.595 1.133 3.538
H 1.178 -0.337 2.634
H 0.815 1.553 -3.823
H 2.495 1.119 -3.935
H 1.574 3.770 -2.724
H 2.140 3.543 -4.386
H 3.236 3.258 -3.020
O 3.863 -6.421 2.437
P 2.382 -6.079 2.730
O 2.696 -5.282 4.152
C 3.531 -4.137 4.147
C 2.739 -2.879 3.861
O 2.014 -7.560 3.400
C 2.755 -8.712 3.018
C 3.921 -8.944 3.966
O 0.727 -5.696 3.058
C 0.109 -4.572 2.465
C 0.519 -4.313 1.028
H 4.353 -4.244 3.435
H 3.973 -4.060 5.147
H 2.392 -2.871 2.823
H 3.352 -1.987 4.012
H 1.861 -2.813 4.510
H 3.088 -8.631 1.977
H 2.080 -9.573 3.060
H 4.493 -8.032 4.158
H 4.601 -9.701 3.565
H 3.556 -9.286 4.939
H 0.278 -3.696 3.091
H -0.966 -4.751 2.491
H 1.602 -4.206 0.925
H 0.050 -3.396 0.665
H 0.208 -5.140 0.385
*
```

The lowest unoccupied orbital energy is -6.39 eV. The HOMO-LUMO gap comes out at 4.2134 eV.

***

# C16H38GeIrN3O7S4

A structure of composition C16H38GeIrN3O7S4 (the ωB97M-V functional and the def2-TZVPD basis, OMol25).

```
! wB97M-V def2-TZVPD RIJCOSX def2/J DEFGRID3
* xyz 2 1
Ir 0.289 -0.265 -0.597
C -1.103 3.047 -1.564
C -2.012 1.883 -1.199
C -2.475 1.104 -2.417
C -3.237 2.397 -0.446
O -1.323 0.964 -0.281
Ge -0.952 1.617 1.612
O 0.886 0.964 0.911
C 2.173 1.607 1.225
C 2.878 1.951 -0.074
C 1.877 2.875 2.010
C 2.977 0.637 2.077
O -1.374 -0.034 2.288
C -2.514 -0.276 3.166
C -2.970 0.996 3.865
C -3.637 -0.842 2.306
C -2.046 -1.302 4.192
H -1.583 3.677 -2.313
H -0.150 2.718 -1.976
H -0.897 3.667 -0.689
H -3.112 1.734 -3.038
H -3.063 0.234 -2.118
H -1.636 0.792 -3.042
H -3.800 3.076 -1.086
H -2.961 2.957 0.448
H -3.893 1.572 -0.164
H 2.323 2.709 -0.632
H 3.019 1.063 -0.690
H 3.868 2.354 0.146
H 1.277 3.580 1.433
H 2.820 3.363 2.259
H 1.368 2.661 2.952
H 3.201 -0.278 1.529
H 2.425 0.386 2.984
H 3.919 1.097 2.377
H -3.235 1.783 3.155
H -2.200 1.380 4.538
H -3.862 0.788 4.456
H -4.052 -0.077 1.648
H -4.444 -1.230 2.929
H -3.267 -1.664 1.687
H -1.071 -1.020 4.589
H -1.980 -2.302 3.753
H -2.746 -1.364 5.025
N -0.029 -1.729 0.973
N -0.234 -3.039 0.464
C -0.466 -3.239 -0.817
N -0.491 -4.412 -1.379
S -1.040 -1.752 -1.653
H 0.883 -1.724 1.434
H -0.774 -1.382 1.622
H 0.265 -3.766 0.971
H -0.151 -5.233 -0.893
H -0.598 -4.495 -2.380
C 2.123 0.384 -5.385
O 1.206 -0.658 -4.923
C 0.721 -0.635 -3.732
S -0.499 -1.913 -3.637
S 1.087 0.567 -2.619
H 2.225 0.203 -6.448
H 3.071 0.260 -4.866
H 1.684 1.360 -5.189
C 4.311 -2.402 -1.264
S 2.591 -2.589 -0.959
O 1.908 -2.898 -2.201
O 2.409 -3.558 0.100
O 2.158 -1.208 -0.483
H 4.631 -3.279 -1.823
H 4.826 -2.353 -0.307
H 4.474 -1.493 -1.837
*
```

The lowest unoccupied orbital energy is -6.95 eV. The HOMO-LUMO gap comes out at 7.1952 eV. The energy above the lowest of the compared OMol25 structures with the same formula, charge and spin is 40.1 kJ/mol.

***

# C16H38Li2N2O8

A structure of composition C16H38Li2N2O8 (the ωB97M-V functional and the def2-TZVPD basis, OMol25).

```
! wB97M-V def2-TZVPD RIJCOSX def2/J DEFGRID3
* xyz -2 1
Li -1.006 1.424 0.090
Li -1.133 2.188 2.614
O -2.689 1.657 1.369
C -3.134 0.611 2.199
C -3.012 0.758 3.752
O -1.827 1.228 4.317
H -2.682 -0.338 1.837
H -4.240 0.563 2.059
H -3.136 -0.284 4.131
H -3.865 1.368 4.116
O -0.002 3.813 3.506
C 1.216 3.518 2.891
C 1.231 2.782 1.517
O 0.503 1.582 1.445
H 1.845 2.989 3.638
H 1.756 4.470 2.664
H 2.261 2.704 1.116
H 0.702 3.510 0.862
C -1.440 -3.552 -1.249
O -2.671 -2.996 -1.629
C -3.069 -1.886 -0.810
C -2.951 -0.600 -1.644
N -1.648 0.065 -1.520
C -1.574 1.069 -2.599
C -2.016 2.470 -2.247
O -1.134 2.996 -1.285
C -1.373 4.356 -1.006
H -1.432 -3.908 -0.210
H -0.600 -2.889 -1.461
H -1.288 -4.507 -1.764
H -2.491 -1.830 0.114
H -4.114 -2.065 -0.552
H -3.698 0.136 -1.342
H -3.145 -0.966 -2.659
H -0.869 -0.586 -1.571
H -2.181 0.743 -3.458
H -0.568 1.080 -3.032
H -3.047 2.464 -1.878
H -1.970 3.043 -3.184
H -0.956 4.925 -1.855
H -0.916 4.662 -0.068
H -2.419 4.681 -0.955
C 2.979 -3.730 1.796
O 3.195 -2.348 1.592
C 1.953 -1.645 1.654
C 1.077 -1.811 0.415
N 1.034 -0.623 -0.459
C 2.295 -0.415 -1.138
C 2.657 -1.465 -2.171
O 3.756 -1.183 -3.017
C 5.012 -1.270 -2.423
H 2.973 -3.866 2.892
H 3.742 -4.363 1.356
H 1.973 -4.092 1.557
H 2.094 -0.571 1.817
H 1.417 -1.949 2.562
H 0.080 -2.118 0.741
H 1.416 -2.657 -0.192
H 0.931 0.141 0.230
H 3.163 -0.238 -0.479
H 2.218 0.548 -1.659
H 1.813 -1.571 -2.862
H 2.801 -2.462 -1.734
H 5.067 -1.896 -1.524
H 5.363 -0.286 -2.068
H 5.774 -1.577 -3.144
*
```

The lowest unoccupied orbital energy is 3.96 eV. The HOMO-LUMO gap comes out at 3.4467 eV.

***

# C16H38N4O4Rb

A structure of composition C16H38N4O4Rb (the ωB97M-V functional and the def2-TZVPD basis, OMol25).

```
! wB97M-V def2-TZVPD RIJCOSX def2/J DEFGRID3
* xyz 1 1
Rb -0.648 -1.842 -0.937
C 3.169 -1.386 -0.085
O 2.172 -0.967 -0.989
C 2.702 -0.647 -2.291
C 1.539 -0.274 -3.236
N 0.984 -1.537 -3.749
C -0.392 -1.435 -4.273
C -0.516 -0.513 -5.473
O -1.803 -0.658 -6.058
C -1.877 -0.088 -7.342
H 3.610 -2.367 -0.291
H 2.661 -1.470 0.877
H 3.993 -0.679 0.050
H 3.313 -1.425 -2.754
H 3.397 0.186 -2.148
H 1.900 0.359 -4.056
H 0.716 0.329 -2.845
H 1.632 -2.031 -4.344
H -1.043 -1.105 -3.460
H -0.716 -2.417 -4.621
H 0.163 -0.806 -6.284
H -0.352 0.531 -5.180
H -2.932 -0.077 -7.623
H -1.441 -0.772 -8.081
H -1.484 0.925 -7.441
C -1.892 0.853 4.085
C -2.065 2.037 3.096
C -1.307 3.273 3.630
C 0.213 3.148 3.698
C 0.697 2.713 2.312
C -0.093 1.599 1.588
N -1.541 1.835 1.757
O -2.257 0.912 0.951
C 0.237 1.802 0.114
C 0.395 0.237 2.111
C -3.562 2.379 3.059
H -2.433 1.131 4.994
H -0.850 0.761 4.376
H -2.372 -0.072 3.767
H -1.676 4.089 3.005
H -1.637 3.517 4.645
H 0.549 2.418 4.437
H 0.628 4.100 4.027
H 1.717 2.322 2.432
H 0.948 3.552 1.657
H 1.337 1.823 0.051
H 0.043 0.949 -0.533
H 0.041 2.801 -0.271
H 0.919 -0.277 1.300
H 1.043 0.318 2.980
H -0.400 -0.469 2.356
H -3.773 3.289 2.495
H -3.967 2.528 4.060
H -4.139 1.549 2.647
H -2.765 1.488 0.369
C 0.922 -4.136 1.899
O 0.362 -3.218 1.301
N 1.735 -5.048 1.308
N 0.840 -4.315 3.260
H 1.837 -5.091 0.311
H 2.175 -5.756 1.860
H 0.283 -3.683 3.808
H 1.062 -5.191 3.690
*
```

The lowest unoccupied orbital energy is -2.45 eV. The HOMO-LUMO gap comes out at 8.2009 eV.

***

# C16H40ClN4O2P2

A cluster of 3 separate species, C16H40ClN4O2P2 in total (the ωB97M-V functional and the def2-TZVPD basis, OMol25).

```
! wB97M-V def2-TZVPD RIJCOSX def2/J DEFGRID3
* xyz 1 1
C 4.524 2.815 0.639
C 3.283 2.419 1.439
N 1.992 2.947 0.895
P 1.207 2.186 -0.314
C 1.877 2.265 -1.968
O 1.198 0.628 0.157
C 1.985 -0.242 -0.412
N 2.679 -1.007 -0.908
P -0.889 2.985 -0.499
O -1.070 3.229 1.091
Cl -1.700 1.154 -0.812
H 4.303 2.992 -0.416
H 5.265 2.014 0.676
H 4.993 3.708 1.051
H 3.341 2.801 2.457
H 3.183 1.338 1.530
H 2.010 3.957 0.776
H 2.361 3.240 -2.074
H 2.600 1.472 -2.174
H 1.052 2.205 -2.683
H -1.824 3.811 1.283
C 1.692 -3.953 -2.675
C 2.047 -5.405 -2.955
N 3.437 -5.579 -3.335
C 3.728 -6.892 -3.888
C 3.580 -8.111 -2.971
C 4.416 -5.049 -2.399
C 4.381 -5.566 -0.954
H 1.962 -3.322 -3.524
H 0.618 -3.862 -2.503
H 2.200 -3.571 -1.790
H 1.441 -5.763 -3.792
H 1.754 -6.014 -2.085
H 4.745 -6.865 -4.287
H 3.069 -7.026 -4.751
H 4.388 -8.179 -2.243
H 3.604 -9.023 -3.569
H 2.633 -8.100 -2.429
H 4.305 -3.962 -2.375
H 5.404 -5.232 -2.828
H 3.363 -5.597 -0.562
H 4.961 -4.901 -0.311
H 4.805 -6.564 -0.859
C -7.597 4.455 2.734
C -6.559 3.353 2.596
N -5.389 3.766 1.831
C -4.536 2.665 1.441
C -3.801 1.876 2.534
C -4.711 4.960 2.308
C -4.180 4.964 3.748
H -7.880 4.844 1.756
H -8.489 4.057 3.218
H -7.241 5.285 3.346
H -7.005 2.513 2.058
H -6.303 2.976 3.598
H -3.800 3.062 0.726
H -5.150 1.966 0.866
H -2.973 2.436 2.969
H -3.388 0.957 2.111
H -4.474 1.589 3.341
H -5.396 5.801 2.192
H -3.889 5.164 1.611
H -4.917 4.565 4.446
H -3.960 5.987 4.057
H -3.265 4.382 3.863
*
```

The lowest unoccupied orbital energy is -4.02 eV. The HOMO-LUMO gap comes out at 5.4445 eV.